Record 1
Below is 7 unconnected molecules or ions with the total composition C3H20N2O7, with properties calculated with ωB97M-V/def2-TZVPD.

Cartesian coordinates (Å):
1 N 2.81 -1.24 0.03
2 C 1.84 -1.28 1.12
3 C 1.09 0.06 1.34
4 N -0.33 -0.16 1.62
5 C -1.18 0.86 1.90
6 O -2.39 0.59 2.04
7 H 2.38 -1.03 -0.92
8 H 3.55 -0.62 0.24
9 H 2.39 -1.60 2.08
10 H 1.07 -2.11 0.85
11 H 1.54 0.59 2.19
12 H 1.19 0.73 0.52
13 H -0.73 -1.08 1.35
14 H -0.83 1.86 1.99
15 O -1.36 -1.54 -1.16
16 H -1.87 -1.66 -0.36
17 H -1.56 -2.29 -1.66
18 O 0.80 -0.23 -2.10
19 H 0.20 0.05 -2.86
20 H 0.20 -0.65 -1.50
21 O 1.75 2.17 -1.39
22 H 1.41 1.25 -1.69
23 H 2.54 2.01 -0.95
24 O -2.76 -1.88 1.10
25 H -2.77 -0.96 1.46
26 H -2.85 -2.49 1.83
27 O -1.58 0.89 -2.27
28 H -1.84 0.02 -1.85
29 H -1.37 1.46 -1.57
30 O -0.68 2.51 -0.30
31 H -0.98 3.34 -0.49
32 H 0.32 2.43 -0.60

Computed properties:
Frontier orbital gap, eV: 9.93
SMILES: NCCNC=O.O.O.O.O.O.O
Total energy, eV: -20748.670

Atomic partial charges in e from the Mulliken method, atoms 1 to 4: -0.60 -0.72 0.11 -0.11


Record 2
Below is a molecular structure, C36H41GeN5O2PtS2Se, with properties calculated with ωB97M-V/def2-TZVPD.

Cartesian coordinates (Å):
1 Pt -0.02 -0.78 0.73
2 C -0.27 -3.82 2.20
3 O 0.12 -2.44 2.38
4 C -0.14 -2.00 3.72
5 C 0.47 -0.66 3.94
6 O -0.18 0.28 3.09
7 C 0.22 1.62 3.38
8 H 0.31 -4.45 2.87
9 H -0.08 -4.09 1.17
10 H -1.34 -3.93 2.42
11 H 0.28 -2.72 4.42
12 H -1.22 -1.96 3.87
13 H 1.55 -0.67 3.71
14 H 0.33 -0.38 4.99
15 H -0.07 1.88 4.40
16 H -0.30 2.27 2.68
17 H 1.30 1.74 3.27
18 C -3.35 -2.03 1.50
19 Ge -2.52 -0.43 0.76
20 C -3.30 -0.04 -0.98
21 C -2.56 0.26 -2.12
22 C -3.20 0.52 -3.33
23 C -4.58 0.48 -3.41
24 C -5.33 0.20 -2.28
25 C -4.70 -0.06 -1.08
26 C -3.10 1.06 1.96
27 C -3.82 0.74 3.13
28 C -4.28 1.70 4.01
29 C -4.07 3.05 3.73
30 C -3.39 3.44 2.57
31 C -3.21 4.80 2.26
32 C -2.57 5.19 1.08
33 C -2.10 4.23 0.21
34 C -2.26 2.87 0.50
35 C -2.90 2.44 1.67
36 H -4.44 -1.91 1.42
37 H -3.10 -2.24 2.53
38 H -3.08 -2.89 0.88
39 H -1.48 0.30 -2.07
40 H -2.62 0.75 -4.21
41 H -5.08 0.68 -4.35
42 H -6.41 0.17 -2.34
43 H -5.31 -0.28 -0.21
44 H -4.02 -0.30 3.35
45 H -4.81 1.41 4.90
46 H -4.45 3.81 4.41
47 H -3.58 5.55 2.95
48 H -2.45 6.24 0.86
49 H -1.61 4.52 -0.71
50 H -1.91 2.13 -0.22
51 C 5.39 0.27 -2.81
52 C 3.91 0.44 -2.74
53 C 3.08 0.45 -3.84
54 C 1.72 0.62 -3.66
55 N 1.20 0.76 -2.42
56 C 2.01 0.75 -1.40
57 S 1.36 1.03 0.22
58 N 3.34 0.60 -1.53
59 C 0.76 0.63 -4.79
60 H 5.69 -0.08 -3.79
61 H 5.74 -0.43 -2.05
62 H 5.88 1.23 -2.63
63 H 3.50 0.34 -4.83
64 H 3.93 0.59 -0.68
65 H 1.25 0.77 -5.75
66 H 0.01 1.41 -4.64
67 H 0.23 -0.33 -4.81
68 S 3.33 -1.38 1.39
69 C 4.86 -0.67 1.48
70 N 5.74 -1.14 2.41
71 C 6.97 -0.61 2.61
72 C 7.36 0.45 1.85
73 C 6.45 0.89 0.89
74 N 5.25 0.35 0.69
75 H 5.44 -1.93 2.97
76 H 7.57 -1.08 3.38
77 H 8.32 0.92 1.99
78 H 6.71 1.71 0.23
79 Se 1.05 -2.40 -0.84
80 C 0.23 -2.73 -2.50
81 C -1.15 -2.63 -2.68
82 C -1.66 -2.95 -3.94
83 N -0.89 -3.32 -4.96
84 C 0.42 -3.42 -4.77
85 C 1.04 -3.15 -3.55
86 H -1.81 -2.31 -1.89
87 H -2.72 -2.89 -4.12
88 H 1.01 -3.74 -5.62
89 H 2.11 -3.29 -3.44

Computed properties:
Frontier orbital gap (alpha / beta), eV: 6.92 / 5.10
Net charge: +3
Multiplicity: 6
Expectation value of S²: 8.803
Total energy, eV: -196295.066

Atomic partial charges in e from the Mulliken method, atoms 1 to 4: 1.04 -0.79 -0.27 -0.56


The following maximum force values (in Eh/bohr) correspond, in order, to the records above: 0.092, 0.008.
The following energy relative to the best compared isomer or geometry (same formula, charge and spin) values (in kcal/mol) correspond, in order, to the records above: 31.39, 0.00.